Density functional theory data (ωB97M-V/def2-TZVPD) for 8 unconnected molecules or ions with the total composition C16H32Br16.

ORCA input file:
```
! RIJCOSX wB97M-V def2-TZVPD def2/J DEFGRID3
* xyz 0 1
Br -13.649 -17.595 16.020
C -14.601 -18.047 14.355
C -15.274 -16.803 13.817
Br -16.230 -17.342 12.174
H -15.349 -18.786 14.629
H -13.916 -18.510 13.654
H -14.590 -16.048 13.454
H -16.008 -16.536 14.569
Br -9.061 -20.457 14.771
C -10.506 -19.161 14.490
C -10.439 -18.569 13.111
Br -11.629 -17.007 12.964
H -10.386 -18.465 15.313
H -11.449 -19.691 14.603
H -10.781 -19.336 12.421
H -9.472 -18.186 12.806
Br -18.210 -10.780 11.382
C -18.217 -11.315 13.251
C -16.887 -11.974 13.656
Br -17.156 -13.880 13.991
H -19.085 -11.904 13.522
H -18.287 -10.390 13.821
H -16.518 -11.520 14.573
H -16.095 -11.822 12.929
Br -17.008 -20.776 13.261
C -17.029 -22.159 11.824
C -17.970 -21.604 10.779
Br -18.046 -22.981 9.351
H -17.460 -23.064 12.239
H -16.007 -22.291 11.493
H -17.604 -20.669 10.373
H -18.998 -21.640 11.111
Br -19.257 -18.433 15.006
C -19.759 -18.371 13.076
C -20.763 -19.443 12.876
Br -21.445 -19.455 11.012
H -18.902 -18.533 12.430
H -20.098 -17.345 12.995
H -21.627 -19.307 13.528
H -20.426 -20.447 13.120
Br -13.154 -14.174 11.518
C -14.563 -12.981 10.741
C -14.279 -12.731 9.286
Br -15.870 -11.923 8.464
H -14.495 -12.053 11.305
H -15.565 -13.364 10.921
H -14.026 -13.633 8.729
H -13.402 -12.118 9.081
Br -13.301 -21.867 16.823
C -15.180 -21.602 17.347
C -15.977 -21.242 16.120
Br -17.900 -21.146 16.524
H -15.211 -20.864 18.142
H -15.523 -22.530 17.800
H -15.747 -21.885 15.274
H -15.712 -20.240 15.782
Br -10.303 -18.216 18.240
C -12.117 -18.774 18.715
C -11.975 -19.743 19.880
Br -13.745 -20.268 20.581
H -12.524 -19.389 17.919
H -12.734 -17.906 18.909
H -11.350 -19.418 20.706
H -11.506 -20.659 19.527
*
```

As for the total energy: -1137791.517 eV. The structure (SMILES) is BrCCBr.BrCCBr.BrCCBr.BrCCBr.BrCCBr.BrCCBr.BrCCBr.BrCCBr. As for the HOMO energy: -9.77 eV. Its energy above the lowest of the compared OMol25 structures with the same formula, charge and spin is 1.262 eV. The value obtained for the largest force on an atom is 0.029 hartree/bohr.

=====

Density functional theory data (ωB97M-V/def2-TZVPD) for 2 unconnected molecules or ions with the total composition C16H32BrN5O6PS2.

ORCA input file:
```
! RIJCOSX wB97M-V def2-TZVPD def2/J DEFGRID3
* xyz 1 1
C 2.805 4.898 -0.333
C 1.864 4.244 -1.057
N 1.236 2.994 -0.556
C -0.145 2.843 -0.926
N -1.040 3.713 -0.470
S -0.642 4.998 0.653
P -2.731 3.670 -0.954
O -3.476 2.565 -0.361
O -2.870 3.768 -2.572
O -3.450 5.026 -0.449
N -0.288 1.739 -1.765
C -1.510 0.881 -1.769
C -1.382 -0.504 -2.480
C -1.393 -1.740 -1.516
C -2.717 -1.889 -0.730
O -2.658 -3.035 0.173
C -2.665 -2.549 1.475
C -1.309 -2.237 2.163
O -3.661 -2.337 2.058
C 0.808 0.862 -1.215
S 0.512 0.495 0.572
C 1.932 1.967 -1.369
Br 1.870 2.211 -3.397
C 3.422 1.612 -1.148
C 3.754 0.470 -0.131
C 5.298 0.612 0.180
C 3.586 -0.927 -0.833
H 3.705 4.423 0.079
H 2.619 5.963 -0.111
H 1.550 4.734 -1.992
H -0.654 4.303 1.839
H -2.010 3.473 -2.935
H -3.679 4.877 0.488
H -1.983 0.724 -0.781
H -2.290 1.424 -2.342
H -0.504 -0.562 -3.148
H -2.271 -0.639 -3.130
H -0.507 -1.776 -0.858
H -1.318 -2.629 -2.178
H -2.983 -1.014 -0.105
H -3.547 -2.052 -1.447
H -1.238 -1.187 2.491
H -1.187 -2.926 3.014
H -0.538 -2.374 1.380
H 1.218 0.060 -1.843
H 1.125 -0.697 0.793
H 3.821 1.275 -2.121
H 4.063 2.475 -0.878
H 3.251 0.547 0.845
H 5.862 0.855 -0.739
H 5.652 -0.310 0.670
H 5.396 1.456 0.896
H 3.913 -0.842 -1.889
H 4.292 -1.621 -0.335
H 2.573 -1.364 -0.754
C -2.091 -6.714 4.172
O -1.291 -7.514 4.618
N -3.029 -7.052 3.240
N -2.119 -5.405 4.568
H -3.697 -6.407 2.861
H -3.039 -8.005 2.925
H -1.443 -5.120 5.254
H -2.770 -4.729 4.213
*
```

As for the total energy: -137839.837 eV. As for the HOMO energy: -11.35 eV. The value obtained for the largest force on an atom is 0.089 hartree/bohr.

=====

Density functional theory data (ωB97M-V/def2-TZVPD) for 8 unconnected molecules or ions with the total composition C16H32Cl16.

ORCA input file:
```
! RIJCOSX wB97M-V def2-TZVPD def2/J DEFGRID3
* xyz 0 1
Cl 19.037 11.542 -10.556
C 19.491 11.902 -8.860
C 20.210 13.232 -8.781
Cl 18.979 14.588 -8.634
H 20.186 11.113 -8.572
H 18.621 12.009 -8.212
H 20.596 13.523 -9.758
H 20.910 13.378 -7.958
Cl 11.008 17.253 -8.722
C 12.435 16.532 -8.068
C 13.132 15.605 -9.135
Cl 12.060 14.215 -9.677
H 12.183 15.944 -7.185
H 13.078 17.330 -7.696
H 13.945 15.086 -8.627
H 13.594 16.015 -10.033
Cl 23.499 16.138 -4.458
C 25.066 16.481 -5.181
C 25.030 17.609 -6.206
Cl 24.082 17.235 -7.653
H 25.495 15.611 -5.678
H 25.730 16.837 -4.393
H 25.973 17.939 -6.643
H 24.590 18.500 -5.759
Cl 16.239 13.265 -4.008
C 17.660 13.845 -3.107
C 18.507 12.699 -2.558
Cl 19.007 11.573 -3.874
H 17.330 14.530 -2.325
H 18.342 14.346 -3.794
H 17.896 12.210 -1.800
H 19.345 13.047 -1.954
Cl 12.367 8.165 2.389
C 13.339 9.679 2.073
C 13.292 10.122 0.566
Cl 11.672 10.179 -0.284
H 14.323 9.547 2.524
H 12.848 10.440 2.679
H 13.868 9.497 -0.116
H 13.854 11.044 0.414
Cl 19.012 8.441 1.821
C 20.741 8.305 2.141
C 21.009 7.009 3.086
Cl 19.981 7.107 4.501
H 21.254 9.157 2.588
H 21.207 8.124 1.172
H 22.023 6.877 3.465
H 20.743 6.141 2.481
Cl 18.933 17.810 1.222
C 20.671 17.490 1.527
C 20.945 16.851 2.916
Cl 20.312 15.142 2.880
H 21.267 18.371 1.289
H 21.071 16.824 0.762
H 20.509 17.362 3.775
H 22.000 16.781 3.178
Cl 10.077 7.937 -7.539
C 10.725 9.433 -6.663
C 12.063 9.043 -6.019
Cl 13.442 9.096 -7.192
H 10.052 9.516 -5.810
H 10.588 10.367 -7.207
H 11.992 8.084 -5.506
H 12.204 9.853 -5.303
*
```

As for the total energy: -217469.332 eV. The structure (SMILES) is ClCCCl.ClCCCl.ClCCCl.ClCCCl.ClCCCl.ClCCCl.ClCCCl.ClCCCl. As for the HOMO energy: -10.56 eV. Its energy above the lowest of the compared OMol25 structures with the same formula, charge and spin is 2.950 eV. The value obtained for the largest force on an atom is 0.053 hartree/bohr.

=====

In eV, the gap between HOMO and LUMO values for the records above are, in order, 9.93 6.82 10.54.
In eV, the E_LUMO values for the records above are, in order, 0.17 -4.54 -0.02.